Computed, not measured: C25H34N7O2S3Sr as an isolated structure at a distorted geometry, with ωB97M-V/def2-TZVPD.

Structure (XYZ):
```
72
Properties=species:S:1:pos:R:3:forces:R:3:lowdin_charge:R:1
Sr -0.29649 -0.14058 0.68651 0.9665 -0.1476 -0.7590 1.0760
O 3.88636 3.81603 0.05235 -0.0870 -0.0167 0.0155 0.0307
C 4.38663 2.72999 -0.55985 -0.0282 -0.0046 -0.0263 -0.2752
C 5.76291 2.68957 -0.79379 -0.0151 0.0145 0.0085 -0.0298
C 6.33302 1.60932 -1.43903 -0.0022 -0.0216 -0.0146 -0.1051
C 5.54593 0.54145 -1.86079 -0.0122 0.0156 0.0100 -0.1037
C 4.18551 0.57069 -1.60971 0.0335 -0.0058 0.0645 -0.0418
C 3.58487 1.64749 -0.96094 0.0417 0.0116 -0.0085 -0.0720
C 2.10985 1.58148 -0.71579 0.0174 -0.3421 -0.1619 -0.4706
O 1.53141 0.47105 -0.86068 -0.1815 0.3475 0.1392 -0.1918
N 1.54908 2.73976 -0.39183 -0.0060 -0.1554 -0.0573 -0.0460
N 0.17079 2.67825 -0.20837 0.2403 0.1011 0.0841 -0.0826
C -0.31954 3.84768 -0.23601 -0.4973 0.0371 0.1517 -0.8992
S 0.63673 5.29652 -0.57175 0.0451 -0.0097 -0.0006 0.9394
C -0.73118 6.45458 -0.29148 -0.0284 -0.0020 -0.0105 -0.5475
C -2.02364 5.77390 -0.70169 -0.0037 0.0117 -0.0023 -0.5436
S -2.03557 4.15118 0.09226 0.1467 0.0537 -0.0228 0.9105
H 2.89841 3.68398 0.08341 0.1146 0.0605 -0.0173 0.0439
H 6.36089 3.52749 -0.45852 -0.0030 0.0000 -0.0025 0.1080
H 7.40259 1.59876 -1.61463 -0.0020 -0.0015 -0.0013 0.0932
H 5.99000 -0.30575 -2.36707 0.0039 0.0011 0.0068 0.0912
H 3.54587 -0.25420 -1.89445 -0.0067 0.0050 -0.0159 0.1113
H -0.54262 7.34277 -0.89509 0.0102 -0.0014 0.0003 0.0706
H -0.76771 6.73991 0.75992 0.0170 -0.0049 0.0019 0.0716
H -2.07173 5.65551 -1.78427 -0.0162 0.0039 0.0009 0.0745
H -2.90240 6.31849 -0.35648 0.0065 0.0044 -0.0006 0.0725
S 0.80073 0.09758 3.22074 0.2719 -0.5062 -0.3029 -0.1435
C -3.57283 -0.36243 -1.70725 -0.1563 -0.1415 0.1449 -0.1660
N -2.88648 -0.31553 -0.42419 0.3284 0.0707 0.7277 -0.1634
C -3.29880 -1.47067 0.40949 0.2952 0.0707 0.1533 -0.1890
N -4.73574 -1.49609 0.65871 -0.1627 0.4421 -0.3644 -0.0784
C -5.38629 -1.52235 -0.66611 0.0245 0.1438 0.0620 -0.1668
N -5.02711 -0.36693 -1.50568 0.0228 0.0093 -0.0261 -0.0869
C -5.39940 0.85618 -0.77946 -0.0126 -0.1513 0.0363 -0.1717
N -4.74479 0.95909 0.53504 -0.0620 -0.3852 -0.2004 -0.0761
C -3.30609 0.91075 0.28810 0.1294 -0.0256 0.0697 -0.2333
C -5.11434 -0.23288 1.32026 0.1188 -0.0396 -0.1444 -0.1615
H -3.25690 -1.26600 -2.23072 -0.1057 -0.0158 -0.0650 0.1266
H -3.27208 0.51111 -2.28810 -0.1067 -0.0048 -0.0720 0.1328
H -2.76808 -1.38086 1.36937 -0.1869 -0.1643 -0.0271 0.1190
H -2.98025 -2.40540 -0.05851 0.0029 0.1158 -0.0760 0.1248
H -6.46960 -1.51939 -0.53294 -0.0072 -0.0259 0.0525 0.1203
H -5.09767 -2.44137 -1.17728 0.0228 -0.0006 -0.0317 0.1260
H -6.48229 0.85334 -0.64072 -0.0037 0.0370 0.0487 0.1211
H -5.12348 1.72674 -1.37619 0.0200 0.0016 -0.0320 0.1246
H -2.78683 0.93824 1.25947 -0.1501 0.1267 -0.0723 0.1135
H -3.00554 1.78802 -0.29434 -0.0649 -0.2223 0.0639 0.0561
H -6.19453 -0.22822 1.47460 -0.0073 -0.0029 0.0059 0.1215
H -4.61722 -0.18172 2.29023 0.0032 -0.0054 0.0068 0.1289
C 3.50882 -2.22528 3.13832 -0.1025 0.0059 0.0613 -0.1372
N 2.66785 -2.23392 1.95929 0.3804 -0.0952 -0.3400 -0.3370
C 3.42924 -1.89628 0.76528 0.0445 -0.1632 0.0633 -0.0909
C 1.93660 -3.48692 1.88191 -0.0400 0.0066 0.0552 -0.1950
C 1.11340 -3.72136 0.62959 0.0857 0.1868 -0.0134 -0.2736
C 1.00163 -5.04804 0.22183 0.0737 -0.0407 0.0094 -0.0852
C 0.17411 -5.41583 -0.83189 0.0316 -0.0387 0.0277 -0.1326
C -0.51714 -4.42120 -1.49606 0.0213 0.0788 -0.0550 -0.1425
C -0.34503 -3.09396 -1.09564 -0.1658 0.1350 -0.2528 -0.2060
C 0.45521 -2.65524 -0.03054 -0.5748 -0.2668 0.3856 -0.1731
H 4.03263 -1.27239 3.21069 -0.0033 0.0089 -0.0075 0.0814
H 4.25012 -3.04506 3.12521 -0.0029 0.0422 -0.0229 0.0806
H 2.88829 -2.32931 4.03144 -0.0024 -0.0117 -0.0307 0.0757
H 1.57624 -0.85788 2.49320 -0.7207 0.8232 0.7445 -0.3078
H 4.16404 -2.67816 0.50340 0.0311 -0.0022 0.0245 0.0912
H 3.96668 -0.96574 0.94963 0.0078 0.0208 -0.0242 0.0854
H 2.76081 -1.74501 -0.07975 -0.0116 -0.0198 0.0567 0.0516
H 1.25576 -3.49940 2.74191 0.0252 0.0067 0.0536 0.1240
H 2.63306 -4.33524 2.02870 -0.0179 -0.0083 -0.0838 0.1093
H 1.56753 -5.81301 0.74785 -0.0239 -0.0239 0.0021 0.0936
H 0.08140 -6.45456 -1.12835 0.0064 -0.0052 0.0173 0.0841
H -1.17526 -4.67097 -2.32384 0.0201 0.0301 -0.0128 0.0816
H -0.89029 -2.35175 -1.68894 -0.0298 0.0502 0.0025 0.0592
```
Positions in Å, forces in eV/Å.

As for the net charge: -1. As for the HOMO-LUMO gap: 6.25 eV. Its relative energy (zero: lowest compared OMol25 entry of this formula, charge and spin) is 12.1 kcal per mole.

Computed, not measured: a 3-piece molecular cluster, C3H9NO3 overall at a distorted geometry, with ωB97M-V/def2-TZVPD.

Structure (XYZ):
```
16
Properties=species:S:1:pos:R:3:forces:R:3:nbo_charge:R:1
O 0.93776 -0.97014 1.29075 1.2919 0.2481 -0.4511 -0.4599
C 1.24217 -0.74912 0.09927 -2.7868 -0.7996 1.3546 0.5324
N 2.20263 0.07281 -0.28114 0.3291 0.5808 -0.2573 -0.3113
C -0.29514 1.41006 1.38828 -0.7860 -1.8594 -0.6243 -0.2825
O -0.19135 1.47534 -0.00032 2.2742 1.5670 -0.6673 -0.5684
C 0.33947 -1.47509 -0.91146 1.4661 -1.4700 0.2012 -0.6918
H 2.16579 0.18594 -1.29562 -0.1789 0.2239 -0.0150 0.3486
H 0.71117 1.26110 1.77941 -0.2519 0.8762 0.3601 0.2200
H -0.90876 2.24915 1.74381 0.3578 -0.0776 0.2612 0.2163
H -0.84082 0.45449 1.56708 -0.0406 0.5357 0.5493 0.2138
H 0.26714 -2.48091 -0.47168 -0.2269 0.1866 -0.2337 0.2370
H 0.82844 -1.61347 -1.87926 -0.4785 0.4420 -0.1416 0.2070
H -0.66218 -0.99818 -0.84008 -0.0833 0.2844 -0.4921 0.3255
H -0.99398 1.09736 -0.48679 -0.8260 -0.8641 0.1472 0.5130
H -2.84693 0.00529 -1.02913 0.0579 -0.0508 -0.1490 0.4648
O -1.95539 0.07535 -0.67313 -0.1179 0.1768 0.1578 -0.9645
```
Positions in Å, forces in eV/Å.

As for the HOMO-LUMO gap: 4.83 eV. Its relative energy (zero: lowest compared OMol25 entry of this formula, charge and spin) is 200.3 kcal per mole.